1.
ORCA calculation (ωB97M-V/def2-TZVPD) on a cluster of 9 separate species, C43H109N8O16 in total at a distorted geometry.

Total energy, hartree: -3345.1442
Multiplicity: 2
Orbital gap (spin up / spin down), eV: 9.026 / 4.891
Molar mass, u: 994.38
Total charge: 0

Structure (XYZ):
```
176
Properties=species:S:1:pos:R:3:forces:R:3
H 1.2777 5.3822 3.6266 -0.573 -0.472 -0.684
O 1.4165 -0.9342 1.0296 1.297 -0.444 1.244
H -0.8960 1.9361 2.7314 -0.326 0.301 0.138
H 2.1430 4.6672 -4.6295 0.457 0.077 -0.181
H -0.0300 -1.6072 -3.0843 0.366 0.392 -0.362
H -1.6637 -2.2919 3.5748 -0.367 -0.043 0.271
H 3.0421 5.4040 2.6845 0.062 0.446 0.051
C 1.6869 1.2801 -2.6935 -0.382 0.219 0.098
H 4.6006 1.0096 3.2092 0.305 0.404 0.277
O 3.4295 -2.8065 5.4408 0.026 0.033 -0.707
C 1.1943 4.2122 -4.9142 -0.102 -0.654 0.017
H -2.7708 5.9576 -2.1619 -0.086 -0.004 0.400
C 3.4965 4.4474 4.5526 1.256 0.483 0.397
O -0.1632 0.0322 -0.1248 0.076 -0.073 0.388
H 0.5512 3.8770 -1.2721 0.165 0.216 -0.472
O 3.3364 -3.8260 -2.6075 1.290 -0.321 -0.707
H 1.7044 -3.5750 6.4042 -0.199 0.441 -0.049
H -0.6370 3.6986 4.5039 -0.212 0.192 0.127
H 6.9488 -4.0532 -1.2190 0.298 0.683 0.730
H -2.5153 -1.7552 1.1980 0.345 -0.574 -0.029
H 0.4474 5.3044 -6.4681 0.304 -0.017 -0.331
H 3.1852 -4.4610 6.6096 0.116 -0.080 -0.473
H 3.7794 3.0426 -0.1381 0.878 0.018 -0.304
O -1.9552 4.1143 -1.5277 0.551 0.164 -1.441
H -5.9672 -6.6967 5.2118 -0.222 0.151 -0.026
H -2.8176 4.5878 -3.2727 0.445 0.202 -0.196
H 3.1578 4.0302 -1.5115 -0.527 -0.437 -0.107
H 4.1481 -0.7348 2.0934 0.151 -0.097 -0.169
H 1.7344 4.4108 -11.3386 0.293 0.521 0.208
H -5.7090 1.0513 -0.9196 0.422 0.207 0.156
C -3.0008 -6.6556 0.0840 -0.316 -0.639 -0.799
H -0.8954 -0.9311 2.7553 0.362 -0.122 -0.070
C 2.1593 -4.0481 -3.3403 -0.581 0.274 0.505
O 3.4975 5.0718 0.2102 -0.169 -0.393 0.058
C -6.4265 -7.1825 4.3509 0.235 1.147 -0.298
H -5.4335 -0.9955 1.0605 0.012 0.287 -0.272
O 0.9365 -1.7451 -0.8672 0.471 -0.820 -0.259
C 4.8004 5.4403 -0.1053 0.582 0.161 -0.006
C -0.8536 -1.0333 -3.5089 0.016 -0.894 -0.295
C -3.7184 0.3074 -1.4877 0.701 -0.102 0.442
C -1.6648 -0.4689 5.4026 0.906 -1.135 1.254
C 5.8097 -3.8264 -2.7634 0.233 0.070 0.487
N -3.9185 -7.0982 1.1666 0.933 1.246 -0.439
H 1.2642 5.1616 -8.9682 0.292 0.427 -0.215
N -2.9345 1.0872 -0.5450 0.664 -0.092 0.501
H -6.7183 -2.1851 2.7911 0.205 0.011 0.381
H -0.5780 -0.4131 5.3403 0.410 0.040 0.287
C 1.3953 4.1145 -8.6953 0.855 0.864 -0.257
H 2.5750 6.1003 5.1631 0.496 0.325 0.545
C 2.7821 -3.4530 6.5125 0.734 -0.198 0.136
C 0.4451 3.5776 4.5542 0.312 0.580 -0.284
N 3.6081 -1.2056 2.8053 -0.514 -1.274 -0.669
H 6.4113 5.3412 4.2068 0.091 -0.449 -0.335
H -3.7026 -6.4682 1.9259 -0.001 -0.164 0.664
C -2.9003 -1.2343 2.0747 0.772 -1.045 -0.125
C -5.3061 -6.8241 0.8184 -0.681 -0.477 0.255
H 5.5301 4.6590 0.1073 0.054 -0.489 0.102
H -2.6805 4.0426 0.3431 -0.244 -0.260 0.323
C -2.2125 -3.5045 -1.7274 -1.012 -0.805 -0.081
H -0.5652 2.6279 0.3439 -0.640 -0.342 -0.311
H -4.8529 1.9085 -2.2611 -0.582 0.053 -0.212
H -3.0895 -3.5424 -2.3736 -0.446 0.605 -0.028
H 4.4222 -3.9940 -4.3703 -0.027 0.309 -0.250
C -1.8075 4.4129 -0.1945 0.194 -0.845 1.834
O 4.7762 6.3578 3.3555 0.346 -2.461 -0.162
H -1.9342 -1.4751 5.7237 0.194 -0.191 0.797
H 2.2034 1.1250 -1.7463 0.258 0.492 -0.174
C 6.1962 5.9732 3.3452 -1.409 1.342 0.347
O 1.7413 2.6491 -3.1452 1.014 -1.125 1.560
H 3.3125 3.3837 4.4023 -0.507 0.133 -0.255
C 3.0990 -1.4216 5.2538 1.562 -0.544 -0.925
O -2.2157 -0.3123 4.1811 -1.451 0.215 -2.520
H 0.1278 0.9819 3.7676 0.242 -0.200 0.058
C -5.1006 -1.9878 1.3649 -0.323 0.505 2.040
N 0.6539 4.1892 -0.3170 0.514 -0.881 0.940
H 2.2122 3.0005 -7.1352 -0.555 -0.391 0.254
H 2.6833 2.9488 -11.5067 -0.050 -0.170 0.289
H 5.7313 -2.7397 -2.7950 0.208 0.173 0.090
H -2.3830 1.8085 -0.9872 -0.430 0.804 -0.530
H 4.4463 -5.4045 -3.4011 0.045 -0.391 0.353
H 3.0728 -3.0033 7.4619 -0.438 0.476 0.240
N -4.1221 -1.9101 2.4877 0.466 0.238 -0.828
H -1.9304 -6.7447 0.2699 -0.060 0.066 1.052
C -6.3318 -2.7282 1.9287 0.998 0.022 -0.705
O -1.6989 -0.8025 -2.3965 -0.329 1.097 -0.078
H 0.9774 2.9489 -10.8989 0.010 -0.531 -0.175
H -7.9968 -4.7872 1.2915 0.125 0.060 -0.036
C -1.8313 -1.2878 3.1853 -0.531 1.733 -0.636
H -5.5833 0.2250 -2.4314 -0.232 0.463 -0.503
H 0.5926 1.3770 2.0656 0.270 -0.119 0.226
H -5.4872 -7.3107 -0.1401 -0.463 -1.143 0.280
H -2.5949 0.8650 -3.2903 0.422 0.491 0.322
H 0.6590 0.9598 -2.5231 -0.346 0.345 0.046
O -2.1149 -4.8278 -1.1913 0.605 0.343 0.122
H 2.0458 -1.3647 4.9785 -0.249 0.427 0.160
H 0.4587 4.7280 -4.2969 -0.223 -0.003 -0.193
C -2.8537 -0.0280 -2.7214 -1.333 -0.234 -0.511
H -1.3042 -1.6579 -4.2803 -0.573 -0.442 0.201
H -3.4702 -0.5690 -3.4394 -0.083 -0.573 -0.096
H -4.5935 -2.4477 0.5167 -0.260 -0.398 0.056
O 0.8479 2.8889 3.3758 0.874 0.556 -0.046
H 2.1032 -3.4846 -4.2717 0.337 0.122 -0.295
H 2.7709 4.5632 -7.0433 0.458 0.583 -0.631
C -6.2573 -7.2488 2.0101 1.414 0.767 -1.660
H -8.8798 -3.5758 2.2685 0.698 0.196 0.614
H -2.0180 0.2686 6.1234 -0.158 0.057 -0.233
C 3.9721 0.7383 4.0573 -0.243 -0.060 0.356
H -2.1726 0.4705 -0.3015 -0.238 -0.045 0.779
H 4.9102 5.6686 -1.1654 -0.010 0.259 -0.226
H 2.9678 1.0340 3.7538 -0.193 0.342 0.347
H 2.0562 0.5548 -3.4186 0.465 0.249 -0.292
H -7.2696 -6.9623 1.7248 -0.324 -0.231 0.145
H -0.4877 3.9717 1.4097 0.048 0.170 0.131
H 0.4388 5.7002 5.0541 -0.124 -0.239 0.473
H -6.1466 -8.3281 2.1141 -0.188 -0.087 0.252
H 4.2738 4.4401 5.3167 0.733 0.052 -0.390
H 0.2487 2.3000 -4.4005 -0.416 -0.010 -0.482
H -0.6417 -0.4208 -0.8229 -1.638 0.529 -1.642
O 2.4018 3.5166 -9.5425 -1.168 0.365 0.404
H 1.9648 -5.0974 -3.5622 0.186 -0.251 0.004
H -3.0706 -7.3902 -0.7183 -0.577 0.212 -0.470
N 2.4164 5.1105 5.2868 -0.622 -0.473 -0.273
C 3.1198 3.8577 -0.4359 -0.500 -0.037 1.926
H 8.0380 -3.9239 -3.2694 -0.315 0.202 0.657
C 1.8062 3.3930 0.2190 -0.800 0.842 -1.490
C -0.5513 3.7178 0.3516 -0.255 0.940 0.203
H -5.5515 -5.8335 0.4355 0.206 0.891 0.944
H 6.7598 6.8940 3.4953 -0.085 0.095 -0.012
H 1.8156 3.3591 1.3085 0.380 1.111 0.134
C 0.1456 1.7448 2.9892 -0.438 -0.094 0.111
H 6.4667 5.5926 2.3603 0.032 -0.499 0.210
H -4.4094 -1.3490 3.2768 -0.930 -0.098 0.062
C 1.2522 2.7246 -4.4263 -1.003 1.039 -1.607
H 0.6790 3.0113 5.4557 0.119 -0.232 0.129
H 1.3406 -3.6870 -2.7179 -0.007 -0.090 0.101
H -3.9076 4.5097 -2.0215 -0.368 0.552 0.711
H 5.0347 -1.0638 4.3342 0.068 -0.395 -0.151
H 2.6612 -0.8752 2.6848 -0.125 -0.224 -0.253
C 1.8521 4.0209 -7.2667 1.835 -0.463 -0.442
C 0.7423 -0.9027 0.0064 -0.201 0.606 -0.154
C 7.0533 -4.3120 -3.5299 -1.101 -0.105 -1.368
H 4.2836 1.2112 4.9887 0.006 0.254 -0.094
N 5.9633 -4.2194 -1.3648 0.485 0.082 0.288
C -8.3671 -3.7626 1.3250 0.003 1.265 -0.716
H 6.9409 -4.0543 -4.5831 0.032 -0.097 -0.293
H 7.0668 -5.4003 -3.4713 0.207 -0.110 -0.001
C -3.2140 -5.2107 -0.3622 0.638 0.137 -0.302
H 5.1102 6.2845 0.5108 -0.346 0.207 -0.134
H 1.8487 2.1393 -5.1261 0.197 -0.192 -0.095
H -1.7750 5.4722 0.0602 0.343 0.364 -0.514
C -2.9019 4.8774 -2.2252 -0.281 -0.990 -0.998
H -3.2372 -4.6378 0.5648 0.093 0.517 0.205
H -7.4949 -6.9724 4.3007 -0.202 -0.270 0.438
H -2.3180 -2.7305 -0.9671 -0.125 -0.135 0.237
C 4.4895 -4.3176 -3.3316 -0.544 0.073 -0.202
C 3.9480 5.1238 3.2220 -0.510 0.657 0.568
C -5.0697 0.9467 -1.7962 0.798 -0.692 -0.335
O -7.3396 -2.7841 0.9615 -1.578 -1.313 0.070
H -6.2347 -8.2485 4.4724 0.066 -0.147 -0.541
H -6.0047 -3.7279 2.2143 -0.081 -0.185 0.274
H 1.6296 2.3276 0.0710 0.108 -0.465 -0.810
H 3.3652 -0.9553 6.2024 -0.462 0.638 0.031
N 0.8629 4.3910 -6.3530 -1.867 -0.586 2.693
H 4.3617 4.3903 2.5299 0.702 0.066 0.189
H -9.2051 -3.6086 0.6452 0.370 -0.251 -0.561
H -3.9119 -0.6091 -0.9302 -0.090 -0.404 -0.276
C 1.9467 3.4468 -10.8763 -0.408 0.020 -0.120
H 6.0235 -5.2265 -1.3168 -0.754 -0.603 -0.098
H 0.3681 3.7565 -8.7644 0.100 -1.027 -0.325
C 4.0113 -0.7766 4.0927 -0.375 -0.155 2.176
H -1.4143 -3.1776 -2.3937 0.460 -0.920 0.469
H -3.0434 -0.2447 1.6406 -0.121 0.607 0.666
O -5.8545 -6.5579 3.1883 0.018 -1.161 0.003
C 1.1291 4.9733 4.6260 -0.679 -0.076 -0.869
H -0.5627 -0.1712 -4.1092 0.256 0.564 0.701
H -4.1522 -5.0013 -0.8759 -0.145 -0.195 -0.235
```
Forces are in eV/Å.



2.
ORCA calculation (ωB97M-V/def2-TZVPD) on a cluster of 2 separate species, C13H14N4 in total at a distorted geometry.

Total energy, hartree: -722.7079
SMILES string: CC(C)=Nc1cccc2nccnc12.CC#N
Orbital gap, eV: 7.926
Molar mass, u: 226.28
Total charge: 0

Structure (XYZ):
```
31
Properties=species:S:1:pos:R:3:forces:R:3
C 0.4959 0.9336 -1.3434 -0.088 -1.040 1.379
C 0.7569 -0.3894 -0.6629 -0.408 0.882 0.987
H 0.5666 1.6228 4.7033 -0.060 -0.042 0.018
C -0.8230 1.5712 0.7313 0.428 -1.208 -0.039
N 1.5304 -1.4083 -1.3667 -2.786 -0.564 0.823
N 1.0129 1.0963 -2.6193 -1.802 2.667 0.834
H -1.4455 2.3401 1.2535 0.662 -0.777 -0.593
C 0.6851 -2.2778 -1.8351 0.830 -0.864 -0.158
H 0.4402 -4.3003 -2.7202 0.868 0.550 0.633
N -0.6168 3.1921 -1.1453 1.631 -1.621 -2.145
H 0.3927 1.3871 6.4547 -0.047 -0.029 -0.052
C -0.1488 1.4847 5.5141 -0.316 -0.483 -0.095
H -0.2994 4.3130 -2.9209 0.164 -1.027 0.627
H 1.0155 2.5456 -4.1602 -0.342 -0.243 1.105
H 0.4657 -1.7354 1.0869 -0.250 1.201 -0.475
H -1.4757 -1.7814 -1.3147 0.759 -0.034 -0.661
N -1.5830 -0.6789 5.0762 0.162 0.238 0.009
C -0.5829 0.2983 1.3636 1.044 0.487 -2.257
H -1.2542 -2.8837 -2.7141 0.534 1.108 0.360
H 2.1536 -3.6990 -2.7351 -0.847 -0.056 0.903
H 1.3710 -4.3219 -1.1716 0.002 0.786 -0.721
H -0.9846 0.0087 2.3658 0.262 0.611 -1.035
C -0.8133 -1.9842 -2.1943 0.194 -0.469 0.008
C 0.6695 2.3075 -3.1216 -0.128 -0.081 0.700
C 0.2485 -0.7258 0.6523 -0.199 2.421 -1.677
H -0.8005 2.3564 5.5668 0.009 -0.073 -0.011
C -0.9570 0.2658 5.2697 0.271 0.404 0.083
C 1.2120 -3.7392 -2.1148 -0.558 0.496 -1.110
H -0.8091 -1.0795 -2.8692 -0.175 -0.988 0.676
C -0.3104 1.9402 -0.6350 0.023 -1.515 1.632
C -0.1123 3.3413 -2.3938 0.163 -0.736 0.250
```
Forces are in eV/Å.



3.
ORCA calculation (ωB97M-V/def2-TZVPD) on an isolated molecule of C7H8BClO2 at a distorted geometry.

Total energy, hartree: -907.1397
SMILES string: OB(O)[C@H](Cl)c1ccccc1
Orbital gap, eV: 9.414
Molar mass, u: 170.40
Total charge: 0

Structure (XYZ):
```
19
Properties=species:S:1:pos:R:3:forces:R:3
B 2.0368 -0.9337 0.2416 1.397 -1.683 -0.664
H 2.8778 -1.3557 1.9650 0.913 -1.333 0.698
C 1.3961 0.0454 -0.8433 -0.045 2.416 0.748
C -0.3149 1.1793 0.5917 -1.535 0.305 -0.106
C -1.6460 1.3652 1.0059 1.125 -0.501 0.029
H -3.6676 0.6246 0.8441 0.618 0.644 -0.852
H -3.1529 -0.4757 -1.3768 -0.508 -0.052 0.127
H -1.0286 -0.6789 -2.2041 0.728 -0.544 -0.796
C -2.6981 0.7684 0.3114 -0.671 -0.737 1.219
H 1.6241 -0.3152 -1.8112 -0.155 -0.612 -0.951
C -2.4148 0.0541 -0.8018 1.421 -0.594 -1.942
O 2.4285 -2.2055 -0.2128 -1.084 1.530 -1.877
O 2.4130 -0.6973 1.5057 -1.603 2.978 0.237
Cl 2.3327 1.7236 -0.9194 -0.219 -1.268 0.225
H 2.4032 -2.8516 0.4602 0.217 -1.128 1.081
C -1.0711 -0.0973 -1.3247 -3.745 0.410 0.831
H -1.9232 1.7991 1.9582 0.504 0.339 0.014
H 0.4758 1.6042 1.2427 -0.346 -0.537 -0.869
C -0.0709 0.4471 -0.6326 2.991 0.368 2.851
```
Forces are in eV/Å.